# C2F3O3Rb

A structure of composition C2F3O3Rb at a distorted geometry (ωB97M-V with the def2-TZVPD basis set, the OMol25 dataset).

Geometry (Å):
C -0.52 -1.72 1.94
F -1.34 -0.77 2.40
F 0.60 -1.66 2.66
F -1.09 -2.90 2.18
O 1.02 -1.13 -1.03
C 0.56 -0.71 0.04
O -0.38 -1.61 0.61
O 0.48 0.46 0.42
Rb -0.50 1.98 -2.59

Its total charge is 0. For the frontier orbital gap, the calculation gives 6.7 eV. The value obtained for the largest force on an atom is 0.068 Eh/bohr. The calculation puts the HOMO energy at -8.2 eV.

***

# C3H9NO3

A cluster of 2 separate species, C3H9NO3 in total at a distorted geometry (ωB97M-V with the def2-TZVPD basis set, the OMol25 dataset).

Geometry (Å):
C 0.27 -1.13 -2.40
N 0.23 -0.51 -1.05
C -0.50 0.73 -1.08
C -0.20 1.48 0.21
O 0.70 1.23 0.96
O -1.07 2.49 0.56
H 0.97 -1.96 -2.47
H -0.76 -1.34 -2.70
H 0.78 -0.28 -2.89
H 1.16 -0.33 -0.71
H -0.08 1.47 -1.79
H -1.58 0.67 -1.16
H -0.61 3.03 1.22
O 0.37 -3.49 2.58
H 1.12 -2.90 2.50
H -0.41 -3.06 2.22

The calculation puts the energy above the lowest of the compared OMol25 structures with the same formula, charge and spin at 1.5066 eV. Its total charge is 0. For the frontier orbital gap, the calculation gives 9.8 eV. The SMILES is CNCC(=O)O.O. The value obtained for the largest force on an atom is 0.047 Eh/bohr. The calculation puts the HOMO energy at -9.2 eV.

***

# C8H7O2Te4V

A structure of composition C8H7O2Te4V at a distorted geometry (ωB97M-V with the def2-TZVPD basis set, the OMol25 dataset).

Geometry (Å):
V 0.32 1.57 -1.66
C 0.14 1.87 2.23
C 0.14 1.26 0.84
O 0.63 2.04 -0.06
C -0.34 -0.06 0.58
C -0.60 -0.92 1.67
C -1.07 -2.20 1.51
C -1.29 -2.71 0.23
C -1.05 -1.93 -0.87
C -0.60 -0.60 -0.74
O -0.41 0.08 -1.84
H 0.00 2.94 2.13
H 1.11 1.71 2.70
H -0.64 1.47 2.88
H -0.38 -0.57 2.67
H -1.24 -2.83 2.37
H -1.65 -3.72 0.11
H -1.18 -2.30 -1.87
Te 2.61 0.54 -2.05
Te 2.37 -1.57 -3.58
Te 2.91 2.65 -3.71
Te 0.25 3.27 -3.54

Its total charge is 0. For the frontier orbital gap (spin up / spin down), the calculation gives 5.6 / 5.6 eV. The value obtained for the largest force on an atom is 0.128 Eh/bohr. The calculation puts the HOMO energy (spin up / spin down) at -7.0 / -7.0 eV.

***

# C28H41Br2CaClKN3O4PS

A structure of composition C28H41Br2CaClKN3O4PS at a distorted geometry (ωB97M-V with the def2-TZVPD basis set, the OMol25 dataset).

Geometry (Å):
C 0.16 3.71 -1.49
C -0.24 2.19 -1.15
P 0.50 1.83 0.53
C -0.18 3.25 1.59
C -0.13 0.26 1.38
C -1.04 -0.86 0.81
C -1.53 -0.80 -0.71
C -0.24 -1.14 -1.66
N -0.20 -0.94 -2.93
C -1.46 -2.02 1.60
C -2.38 -3.16 1.06
C -3.87 -2.61 0.81
C -4.27 -1.43 1.77
Br -5.14 -4.10 1.10
C -1.04 -2.18 3.03
C -0.16 -1.15 3.61
C 0.33 0.03 2.87
C 1.28 0.94 3.65
O 2.10 1.71 3.19
C 1.27 0.84 5.21
S 1.98 2.25 6.16
C 0.80 -0.22 5.91
C 0.23 -1.41 5.11
O 0.05 -2.47 5.65
H 0.89 4.14 -0.76
H 0.67 3.74 -2.49
H -0.77 4.33 -1.58
H 0.15 1.59 -1.99
H -1.36 2.20 -1.08
H 0.39 4.19 1.39
H -0.24 2.98 2.67
H -1.24 3.39 1.25
H -2.26 -1.61 -0.99
H -2.02 0.15 -1.00
H 0.68 -1.65 -1.16
H 0.76 -1.28 -3.23
H -2.38 -4.01 1.78
H -2.01 -3.47 0.05
H -4.02 -2.26 -0.23
H -3.69 -0.49 1.59
H -5.35 -1.20 1.62
H -4.17 -1.78 2.84
H -1.41 -3.06 3.60
H 1.23 2.48 7.29
H 0.85 -0.25 7.02
K 1.89 -0.35 0.30
N 2.00 -2.70 -5.80
C 0.77 -3.32 -5.76
C 0.97 -4.65 -6.02
C 2.37 -4.85 -6.21
C 2.98 -3.63 -6.06
H 2.15 -1.71 -5.66
H -0.13 -2.76 -5.56
H 0.20 -5.41 -6.06
H 2.87 -5.78 -6.42
H 4.03 -3.34 -6.13
C -1.81 2.46 8.15
O -0.81 1.85 8.44
N -2.39 2.50 6.90
C -3.58 3.26 6.65
C -1.79 1.75 5.82
H -2.35 3.06 8.89
H -4.36 2.60 6.30
H -3.35 4.03 5.84
H -3.91 3.77 7.55
H -1.74 0.69 6.10
H -0.76 2.11 5.68
H -2.37 1.88 4.86
Br -3.65 0.66 5.19
Cl -4.18 5.22 4.76
C 5.62 0.01 -7.41
C 4.11 -0.01 -7.18
C 3.35 0.39 -8.43
O 3.78 0.88 -6.11
H 5.95 1.02 -7.67
H 6.15 -0.27 -6.49
H 5.90 -0.67 -8.21
H 3.80 -1.02 -6.87
H 3.61 1.41 -8.73
H 2.28 0.38 -8.25
H 3.58 -0.28 -9.26
H 4.05 1.77 -6.37
Ca 3.23 -1.59 -4.50

The calculation puts the energy above the lowest of the compared OMol25 structures with the same formula, charge and spin at 4.9491 eV. Its total charge is +1. For the frontier orbital gap, the calculation gives 1.2 eV. The value obtained for the largest force on an atom is 0.161 Eh/bohr. The calculation puts the HOMO energy at -7.4 eV.

***

# C9H18N2O4

An isolated molecule of C9H18N2O4 at a distorted geometry (ωB97M-V with the def2-TZVPD basis set, the OMol25 dataset).

Geometry (Å):
C 1.63 1.88 0.61
C 0.51 1.50 1.58
C 0.44 -0.04 2.14
C 1.78 -0.44 2.90
C 0.15 -1.11 1.05
N 0.96 -1.25 -0.15
C -1.25 -1.14 0.62
O -2.24 -0.90 1.45
N -1.53 -1.24 -0.77
C -1.03 -0.20 -1.66
C -0.37 -0.57 -3.03
O 0.93 -0.09 -3.04
C -2.16 0.86 -1.99
O -1.85 1.91 -2.51
O -3.38 0.54 -1.58
H 1.27 2.76 0.12
H 2.52 2.11 1.10
H 1.72 1.09 -0.14
H 0.53 2.14 2.53
H -0.52 1.70 1.14
H -0.52 -0.14 2.82
H 2.20 0.49 3.33
H 1.46 -1.41 3.51
H 2.57 -0.77 2.22
H 0.32 -1.99 1.66
H 1.75 -1.75 0.07
H 0.43 -1.75 -0.82
H -2.42 -1.66 -1.04
H -0.23 0.36 -1.03
H -0.24 -1.62 -3.18
H -0.87 -0.27 -3.96
H 1.40 -0.22 -2.11
H -3.95 1.21 -1.84

The calculation puts the energy above the lowest of the compared OMol25 structures with the same formula, charge and spin at 4.1917 eV. Its total charge is 0. For the frontier orbital gap, the calculation gives 10.0 eV. The SMILES is CC[C@H](C)[C@H](N)C(=O)N[C@@H](CO)C(=O)O. The value obtained for the largest force on an atom is 0.144 Eh/bohr. The calculation puts the HOMO energy at -9.4 eV.

***

# C4H15N4P

A cluster of 2 separate species, C4H15N4P in total at a distorted geometry (ωB97M-V with the def2-TZVPD basis set, the OMol25 dataset).

Geometry (Å):
C 1.47 -0.23 -1.64
C 2.55 -0.76 0.39
C -2.45 0.72 0.07
C -1.45 -1.39 -0.46
N -0.56 2.96 -0.75
N 0.18 -0.14 2.16
N 1.28 -0.46 -0.21
N -1.27 -0.04 -0.13
P 0.11 0.59 0.51
H 1.62 -1.19 -2.02
H 0.52 0.03 -2.04
H 2.20 0.56 -1.87
H 2.41 -1.13 1.44
H 3.07 -1.52 -0.22
H 3.32 0.23 0.54
H -2.81 0.67 1.21
H -2.23 1.76 -0.26
H -3.32 0.45 -0.46
H -1.57 -1.38 -1.59
H -0.55 -1.87 0.07
H -2.41 -1.90 -0.10
H -0.22 3.59 -0.12
H -0.70 0.23 2.63
H 0.82 0.24 2.83

Its total charge is 0. For the frontier orbital gap (spin up / spin down), the calculation gives 8.4 / 7.7 eV. Its expectation value of S² is 2.010. The spin multiplicity is 3. The value obtained for the largest force on an atom is 0.074 Eh/bohr. The calculation puts the HOMO energy (spin up / spin down) at -7.4 / -7.8 eV.

***

# C25H18BrCrN3O4S

A structure of composition C25H18BrCrN3O4S (ωB97M-V with the def2-TZVPD basis set, the OMol25 dataset).

Geometry (Å):
Cr -0.26 -0.79 -0.76
Br 2.78 -1.34 1.48
C 2.77 -2.06 -0.27
C 3.82 -2.88 -0.63
C 3.85 -3.40 -1.92
C 2.83 -3.05 -2.79
C 1.82 -2.23 -2.34
N 1.77 -1.74 -1.09
C 0.69 -1.81 -3.26
O 0.73 -2.16 -4.43
O -0.19 -1.07 -2.69
H 4.60 -3.10 0.09
H 4.66 -4.05 -2.23
H 2.79 -3.40 -3.81
C 1.68 1.70 -1.09
N 0.31 1.20 -1.10
C -0.69 2.00 -1.24
C -1.99 1.43 -1.17
C -3.28 1.94 -1.23
C -4.14 0.85 -1.02
C -3.32 -0.27 -0.85
N -2.03 0.08 -0.95
C 1.83 2.96 -0.27
C 2.22 4.16 -0.84
C 2.31 5.31 -0.06
C 2.01 5.26 1.29
C 1.61 4.06 1.86
C 1.52 2.91 1.09
H 2.04 1.86 -2.11
H 2.29 0.92 -0.64
H -0.55 3.07 -1.37
H -3.56 2.97 -1.40
H -5.22 0.86 -0.99
H -3.61 -1.29 -0.67
H 2.44 4.20 -1.90
H 2.62 6.25 -0.52
H 2.08 6.16 1.90
H 1.36 4.01 2.92
H 1.18 1.98 1.52
O 0.07 -0.34 3.25
C -0.46 -0.76 2.23
O -0.10 -0.37 1.05
C -1.61 -1.73 2.30
C -2.41 -1.64 3.44
C -3.51 -2.47 3.62
C -3.80 -3.41 2.65
C -3.01 -3.52 1.52
C -1.90 -2.68 1.32
S -0.92 -2.97 -0.12
H -2.14 -0.91 4.19
H -4.12 -2.38 4.51
H -4.65 -4.07 2.76
H -3.23 -4.26 0.76

The calculation puts the energy above the lowest of the compared OMol25 structures with the same formula, charge and spin at 0.0000 eV. Its total charge is -1. For the frontier orbital gap (spin up / spin down), the calculation gives 7.0 / 7.0 eV. Its expectation value of S² is 0.759. The spin multiplicity is 2. The value obtained for the largest force on an atom is 0.005 Eh/bohr. The calculation puts the HOMO energy (spin up / spin down) at -4.5 / -4.5 eV.

***

# C22H21ClN2O2

An isolated molecule of C22H21ClN2O2 (ωB97M-V with the def2-TZVPD basis set, the OMol25 dataset).

Geometry (Å):
C 0.76 -1.02 -7.13
O 1.92 -0.92 -6.34
C 1.78 -0.75 -5.00
C 0.57 -0.68 -4.32
C 0.54 -0.51 -2.95
C 1.72 -0.42 -2.22
N 1.63 -0.25 -0.83
C 2.62 -0.16 0.09
O 3.81 -0.19 -0.12
C 2.03 0.02 1.50
N 0.72 -0.59 1.60
C -0.07 -0.10 2.73
C -1.36 -0.88 2.87
C -1.93 -1.55 1.79
C -3.13 -2.22 1.94
C -3.77 -2.23 3.17
C -3.21 -1.57 4.24
C -2.01 -0.90 4.09
C -0.43 1.35 2.50
C -0.21 2.30 3.48
C -0.56 3.63 3.26
C -1.12 4.01 2.06
C -1.35 3.06 1.07
C -1.01 1.74 1.29
C 2.94 -0.49 -2.88
C 2.96 -0.65 -4.25
Cl 4.47 -0.74 -5.08
H 1.11 -1.15 -8.15
H 0.14 -0.12 -7.07
H 0.16 -1.89 -6.85
H -0.37 -0.75 -4.86
H -0.41 -0.45 -2.44
H 0.70 -0.23 -0.43
H 2.77 -0.35 2.23
H 1.92 1.10 1.65
H 0.82 -1.60 1.68
H 0.49 -0.18 3.68
H -1.43 -1.55 0.83
H -3.56 -2.74 1.10
H -4.71 -2.76 3.28
H -3.71 -1.57 5.20
H -1.58 -0.38 4.93
H 0.24 2.02 4.42
H -0.38 4.36 4.03
H -1.39 5.04 1.89
H -1.80 3.35 0.13
H -1.19 0.99 0.53
H 3.86 -0.42 -2.33

Its total charge is 0. For the frontier orbital gap, the calculation gives 8.5 eV. The SMILES is COc1ccc(NC(=O)CNC(c2ccccc2)c2ccccc2)cc1Cl. The value obtained for the largest force on an atom is 0.009 Eh/bohr. The calculation puts the HOMO energy at -8.0 eV.

***

# C27H21Cl3HgN8O3PS2

A structure of composition C27H21Cl3HgN8O3PS2 at a distorted geometry (ωB97M-V with the def2-TZVPD basis set, the OMol25 dataset).

Geometry (Å):
Hg 0.56 -1.10 -0.71
N -0.94 -1.37 3.54
C -0.76 -1.57 2.24
N 0.14 -0.72 1.78
C 0.50 -0.02 2.89
N -0.15 -0.38 3.99
C 1.48 1.07 2.86
C 2.24 1.41 3.97
N 3.13 2.40 3.94
C 3.27 3.03 2.78
C 2.51 2.70 1.67
N 1.60 1.73 1.71
H -1.73 -1.78 4.06
H -1.30 -2.31 1.69
H 2.12 0.87 4.90
H 4.00 3.83 2.73
H 2.61 3.23 0.72
S 2.94 -0.11 -0.94
C 2.56 1.22 -1.98
C 3.38 2.36 -1.93
C 3.14 3.48 -2.71
C 4.01 4.61 -2.59
N 4.71 5.52 -2.50
C 2.05 3.49 -3.59
C 1.24 2.36 -3.67
C 1.47 1.22 -2.90
S 0.40 -0.14 -3.10
C 1.74 4.64 -4.38
N 1.48 5.56 -5.02
H 4.21 2.36 -1.24
H 0.38 2.37 -4.33
C -0.09 4.96 -1.04
O 0.35 3.63 -0.75
P -0.68 2.38 -0.72
O -1.83 2.90 0.36
C -1.82 2.31 1.67
O -1.54 2.79 -2.05
C -2.63 1.90 -2.35
H 0.62 5.64 -0.57
H -1.09 5.15 -0.65
H -0.08 5.13 -2.12
H -0.97 2.66 2.26
H -1.78 1.23 1.60
H -2.74 2.61 2.16
H -3.12 2.30 -3.24
H -3.34 1.87 -1.53
H -2.25 0.90 -2.56
Cl -5.45 -2.89 0.45
C -4.64 -1.48 0.93
Cl -5.51 -0.24 1.69
Cl -3.65 -2.71 3.49
C -3.43 -1.15 0.31
N -2.42 -0.88 -0.19
C 0.23 -3.21 -0.51
C 0.03 -4.40 -0.37
C -0.20 -5.80 -0.20
C 0.60 -6.75 -0.85
C 0.37 -8.10 -0.69
C -0.67 -8.55 0.12
C -1.47 -7.62 0.77
C -1.24 -6.26 0.61
H 1.41 -6.40 -1.48
H 1.00 -8.82 -1.20
H -0.85 -9.61 0.24
H -2.28 -7.95 1.40
H -1.87 -5.53 1.12

The calculation puts the energy above the lowest of the compared OMol25 structures with the same formula, charge and spin at 0.4675 eV. Its total charge is -2. For the frontier orbital gap (spin up / spin down), the calculation gives 6.5 / 5.5 eV. Its expectation value of S² is 0.761. The spin multiplicity is 2. The value obtained for the largest force on an atom is 0.020 Eh/bohr. The calculation puts the HOMO energy (spin up / spin down) at -2.5 / -2.5 eV.

***

# C19H25GdN3SSi

A structure of composition C19H25GdN3SSi at a distorted geometry (ωB97M-V with the def2-TZVPD basis set, the OMol25 dataset).

Geometry (Å):
C -1.38 0.75 2.41
C -0.29 1.44 1.81
C -0.80 2.66 1.25
H 0.76 1.12 1.85
C -2.20 2.71 1.51
C -2.56 1.51 2.20
H -3.56 1.26 2.58
H -1.32 -0.14 3.01
H -0.19 3.48 0.86
H -2.84 3.57 1.33
Gd -1.93 0.86 -0.23
C -0.63 0.05 -2.12
H -1.12 0.88 -2.68
H -1.19 -0.89 -1.89
H 0.30 -0.21 -2.62
Si 1.89 -0.47 -0.10
C 1.74 -2.17 -0.77
C 2.30 -2.88 0.30
H 2.78 -2.36 1.15
C 2.35 -4.28 0.35
H 2.75 -4.77 1.25
C 1.90 -5.01 -0.76
H 1.89 -6.10 -0.69
C 1.42 -4.30 -1.90
H 1.17 -4.91 -2.78
C 1.25 -2.88 -1.88
H 0.79 -2.40 -2.73
C 2.87 0.72 -1.02
C 4.15 0.21 -0.70
H 4.32 -0.85 -0.81
C 5.12 1.06 -0.18
H 6.10 0.67 0.10
C 4.84 2.44 -0.12
H 5.62 3.11 0.18
C 3.59 2.95 -0.49
H 3.41 4.03 -0.47
C 2.59 2.08 -0.96
H 1.63 2.45 -1.28
H 0.50 0.52 -0.22
H 2.65 -0.46 1.03
N -3.79 -0.87 0.31
N -4.74 0.04 0.88
C -5.06 1.18 0.19
N -6.23 1.72 0.56
S -4.20 1.82 -1.14
H -4.29 -1.36 -0.43
H -3.60 -1.61 1.00
H -5.51 -0.45 1.35
H -6.51 2.55 0.08
H -6.73 1.51 1.42

The calculation puts the energy above the lowest of the compared OMol25 structures with the same formula, charge and spin at 6.5210 eV. Its total charge is +1. For the frontier orbital gap (spin up / spin down), the calculation gives 5.1 / 6.2 eV. Its expectation value of S² is 16.104. The spin multiplicity is 8. The value obtained for the largest force on an atom is 0.111 Eh/bohr. The calculation puts the HOMO energy (spin up / spin down) at -7.8 / -11.0 eV.